Formula: C29H32ClN2O3PS2Ti
Source: the OMol25 dataset
Level of theory: the ωB97M-V functional and the def2-TZVPD basis

Last column: Löwdin charge in e.
Cartesian coordinates (Å):
Ti 0.87 0.26 0.72  0.79
Cl 4.88 -1.93 -4.89  0.70
C 4.05 -1.17 -3.57  -0.65
C 3.96 0.23 -3.53  -0.06
C 3.33 0.87 -2.49  0.03
C 2.75 0.10 -1.48  -0.29
O 2.15 0.65 -0.44  -0.26
C 2.79 -1.29 -1.54  -0.12
C 2.14 -2.09 -0.54  -0.01
N 1.38 -1.65 0.41  0.00
C 0.88 -2.55 1.42  -0.16
C 1.34 -3.80 1.69  0.01
C 0.80 -4.57 2.75  -0.04
C -0.18 -4.06 3.54  -0.01
C -0.66 -2.75 3.31  -0.14
C -1.66 -2.14 4.11  0.03
C -2.03 -0.85 3.86  -0.01
C -1.39 -0.15 2.82  -0.15
N -0.48 -0.69 2.03  -0.01
C -0.13 -2.00 2.26  -0.16
C 3.48 -1.92 -2.59  -0.04
H 4.41 0.82 -4.33  0.12
H 3.26 1.95 -2.44  0.13
H 2.27 -3.17 -0.63  0.13
H 2.14 -4.23 1.10  0.12
H 1.19 -5.56 2.93  0.12
H -0.59 -4.64 4.36  0.13
H -2.11 -2.70 4.92  0.13
H -2.79 -0.35 4.44  0.13
H -1.67 0.87 2.61  0.00
H 3.53 -3.00 -2.64  0.13
C 1.69 3.85 1.22  -0.01
C 2.21 2.58 1.83  -0.28
C 1.39 1.78 2.64  -0.12
C 1.88 0.60 3.22  -0.11
C 3.17 0.18 2.94  -0.06
C 4.00 0.99 2.16  -0.04
C 3.53 2.17 1.63  -0.03
H 2.51 4.50 0.90  0.09
H 1.06 4.40 1.92  0.10
H 1.08 3.64 0.35  0.07
H 0.43 2.17 2.93  0.13
H 1.29 0.07 3.95  0.12
H 3.56 -0.71 3.40  0.12
H 5.02 0.69 1.97  0.12
H 4.18 2.79 1.02  0.13
C -2.34 -1.62 -1.87  -0.06
C -3.53 -0.85 -1.36  -0.41
C -3.94 -1.25 0.04  -0.06
O -3.34 0.60 -1.51  -0.30
P -2.53 1.69 -0.69  -0.11
S -3.12 2.04 1.11  0.34
S -0.52 1.28 -0.93  0.44
O -2.81 2.95 -1.60  -0.31
C -2.87 3.16 -3.05  -0.41
C -1.81 2.41 -3.83  -0.07
C -4.27 2.84 -3.51  -0.04
H -2.60 -2.69 -1.89  0.09
H -1.48 -1.49 -1.22  0.03
H -2.07 -1.31 -2.88  0.09
H -4.37 -1.03 -2.03  0.14
H -3.08 -1.22 0.72  0.06
H -4.33 -2.27 0.01  0.09
H -4.70 -0.59 0.44  0.08
H -2.70 4.22 -3.14  0.14
H -1.95 1.33 -3.75  0.07
H -0.81 2.67 -3.50  0.06
H -1.90 2.69 -4.89  0.09
H -4.45 1.76 -3.47  0.08
H -4.40 3.18 -4.54  0.09
H -5.01 3.34 -2.89  0.09

Results
Charge ... +1
HOMO level (spin up / spin down) ... -10.4 / -10.6 eV
Energy above the lowest of the compared OMol25 structures with the same formula, charge and spin ... 18.86 kJ/mol
Spin multiplicity ... 2

=====

Formula: C4H7N3
Source: the OMol25 dataset
Level of theory: the ωB97M-V functional and the def2-TZVPD basis

Last column: Löwdin charge in e.
Cartesian coordinates (Å):
H 0.17 1.30 3.13  -0.01
N -0.40 1.47 2.29  0.04
C -0.15 0.72 1.08  -0.40
N 1.03 0.27 0.59  0.05
C 0.84 0.00 -0.87  -0.27
C 0.04 -1.30 -1.13  -0.06
C -0.51 0.13 -1.16  -0.34
N -1.15 0.61 0.00  0.09
H 1.54 -0.39 1.32  0.20
H 1.70 0.18 -1.66  0.18
H -0.17 -2.14 -1.84  0.09
H 0.08 -1.74 0.05  0.16
H -1.04 0.47 -2.17  0.19
H -1.98 0.42 0.38  0.08

Results
HOMO level ... -8.4 eV
Structure (SMILES) ... [H]/N=C1\N[C@H]2C[C@H]2N1
Energy above the lowest of the compared OMol25 structures with the same formula, charge and spin ... 412.85 kJ/mol

=====

Formula: C32H27BrN9NiOS
Source: the OMol25 dataset
Level of theory: the ωB97M-V functional and the def2-TZVPD basis

Last column: Löwdin charge in e.
Cartesian coordinates (Å):
Ni 3.08 1.08 -0.15  0.28
C -0.57 2.26 -3.82  -0.06
N 0.64 2.48 -3.10  -0.13
C 1.60 1.59 -2.82  -0.12
N 2.43 2.11 -1.92  -0.01
C 1.93 3.36 -1.71  -0.21
N 0.85 3.59 -2.40  0.13
C -1.61 1.56 -2.97  -0.19
C -2.58 0.76 -3.56  -0.05
C -3.58 0.19 -2.79  -0.05
C -3.63 0.42 -1.43  0.00
C -2.64 1.19 -0.82  -0.14
C -1.62 1.74 -1.59  0.03
C -2.71 1.46 0.60  -0.29
N -3.77 1.75 1.29  0.12
N -3.39 1.95 2.55  0.12
C -2.11 1.76 2.61  -0.28
O -1.60 1.45 1.39  0.13
C -1.26 1.74 3.79  -0.13
C -1.53 2.53 4.90  0.00
C -0.69 2.45 6.00  -0.04
C 0.37 1.56 6.02  -0.02
C 0.63 0.75 4.92  -0.20
C 1.72 -0.29 4.94  -0.06
N 2.38 -0.41 3.66  -0.12
C 2.73 0.55 2.81  -0.13
N 3.21 0.00 1.70  -0.02
C 3.15 -1.33 1.95  -0.21
N 2.64 -1.60 3.12  0.14
C -0.19 0.86 3.80  0.02
H -0.36 1.69 -4.73  0.14
H -0.96 3.25 -4.11  0.15
H 1.69 0.63 -3.29  0.13
H 2.38 4.09 -1.07  0.08
H -2.57 0.61 -4.63  0.12
H -4.33 -0.43 -3.25  0.11
H -4.42 0.01 -0.82  0.12
H -0.88 2.36 -1.11  0.12
H -2.37 3.20 4.90  0.12
H -0.88 3.07 6.86  0.11
H 1.00 1.50 6.90  0.12
H 1.30 -1.28 5.15  0.14
H 2.46 -0.07 5.73  0.14
H 2.64 1.61 3.01  0.13
H 3.50 -2.09 1.27  0.10
H -0.02 0.23 2.94  0.10
N 1.69 -0.35 -0.65  -0.38
S 1.73 -1.93 -0.89  1.08
C 1.27 -2.08 -2.65  -0.39
C 2.31 -2.30 -3.54  -0.09
C 2.06 -2.28 -4.90  -0.06
C 0.78 -2.01 -5.36  -0.05
C -0.25 -1.78 -4.46  -0.06
C -0.01 -1.81 -3.10  -0.08
C 0.22 -2.55 -0.10  -0.39
C -0.23 -3.84 -0.34  -0.07
C -1.35 -4.29 0.35  -0.05
C -1.98 -3.46 1.27  -0.05
C -1.51 -2.18 1.51  -0.05
C -0.40 -1.72 0.82  -0.09
H 0.80 0.04 -0.98  0.01
H 3.30 -2.50 -3.16  0.11
H 2.86 -2.46 -5.60  0.12
H 0.59 -1.98 -6.42  0.11
H -1.25 -1.59 -4.83  0.10
H -0.82 -1.63 -2.40  0.11
H 0.27 -4.48 -1.04  0.12
H -1.73 -5.28 0.17  0.12
H -2.84 -3.82 1.81  0.11
H -2.00 -1.55 2.23  0.11
H -0.02 -0.73 0.98  0.08
Br 4.42 2.70 0.55  0.17

Results
Charge ... +1
HOMO level (spin up / spin down) ... -11.3 / -11.3 eV
Spin multiplicity ... 3

=====

Formula: C2H2N2O2
Source: the OMol25 dataset
Level of theory: the ωB97M-V functional and the def2-TZVPD basis

Last column: Löwdin charge in e.
Cartesian coordinates (Å):
O 0.59 -1.61 0.02  0.12
C -0.13 -0.54 0.30  -0.67
N -0.89 -0.15 1.26  0.20
O 0.29 0.73 0.86  -0.08
C -0.14 1.25 -0.93  0.02
N -0.45 0.16 -1.30  0.16
H 0.65 -2.15 0.82  0.14
H 0.07 2.30 -1.03  0.11

Results
HOMO level (spin up / spin down) ... -9.7 / -9.7 eV
Energy above the lowest of the compared OMol25 structures with the same formula, charge and spin ... 619.51 kJ/mol